{"formula": "C16H20N2O3S2", "method": "ωB97M-V with the def2-TZVPD basis set", "symbols": ["S", "S", "O", "O", "O", "N", "N", "C", "C", "C", "C", "C", "C", "C", "C", "C", "C", "C", "C", "C", "C", "C", "C", "H", "H", "H", "H", "H", "H", "H", "H", "H", "H", "H", "H", "H", "H", "H", "H", "H", "H", "H", "H"], "positions_angstrom": [[1.466, -0.414, -1.040], [0.619, -1.716, -3.622], [2.701, -0.121, -1.701], [-2.388, -0.653, -0.118], [1.508, -0.770, 0.346], [0.531, 0.959, -1.223], [-0.841, 0.466, 1.092], [-0.911, 0.820, -1.299], [-1.112, -0.225, 2.342], [-0.406, 0.473, 3.468], [-0.427, 1.731, 5.517], [-1.447, 0.113, -0.048], [0.956, 1.770, 5.513], [1.661, 1.161, 4.487], [-0.395, -3.105, -3.625], [-0.712, -3.518, -2.369], [-1.606, 2.188, -1.480], [-1.208, 3.183, -0.395], [0.609, -1.695, -1.903], [-0.136, -2.701, -1.372], [-1.106, 1.088, 4.496], [-1.313, 2.761, -2.867], [0.984, 0.513, 3.469], [-1.209, 0.186, -2.151], [-2.196, -0.243, 2.487], [-0.259, -2.838, -0.315], [1.527, 0.029, 2.670], [2.741, 1.188, 4.483], [-2.681, 1.991, -1.409], [0.908, 1.494, -1.993], [-1.555, 2.040, -3.645], [-0.758, -1.261, 2.269], [-2.187, 1.060, 4.500], [-0.130, 3.319, -0.381], [-1.529, 2.839, 0.584], [-0.979, 2.205, 6.315], [1.486, 2.273, 6.309], [-1.676, 4.145, -0.590], [-1.335, -4.366, -2.155], [-0.696, -3.536, -4.559], [0.055, 0.926, 1.025], [-0.266, 3.040, -2.962], [-1.913, 3.653, -3.031]], "mulliken_charge": [1.1385, -0.1282, -0.7342, -0.6978, -0.6250, -0.5889, -0.0009, 0.6371, -0.8872, 0.5607, -0.5335, -0.5189, -0.4109, -0.6662, -0.4244, -0.7132, 0.3774, -1.3691, -0.0289, 0.0944, -0.5470, -1.6030, -0.2186, 0.3545, 0.4318, 0.4960, 0.4699, 0.4020, 0.3576, 0.4430, 0.3756, 0.2529, 0.3609, 0.2616, 0.3195, 0.3811, 0.3744, 0.4905, 0.4026, 0.4556, 0.4503, 0.3594, 0.4486], "relative_energy_kcal_mol": 25.4, "smiles": "CC(C)[C@@H](NS(=O)(=O)c1cccs1)C(=O)NCc1ccccc1", "charge": 0, "gap_ha": 0.3539, "total_energy_ha": -1753.30712, "lumo_energy_ha": 0.014}